<P>
The following is a quantum chemistry calculation of a molecular structure, B2H8Sn, from OMol25.

```
11
B2H8Sn | OMol25 | wB97M-V/def2-TZVPD
Sn 1.4440 -25.8815 -14.9698
B -1.4375 -25.2059 -15.8186
B 1.5288 -23.5483 -17.3219
H -2.3754 -24.6899 -15.9534
H 1.4791 -24.4327 -17.9380
H -0.6734 -24.4866 -15.5676
H -1.0886 -25.6500 -16.7380
H 2.1157 -22.7954 -17.8248
H 0.6466 -23.0338 -16.9736
H 2.1272 -23.7142 -16.4394
H -1.5861 -25.9931 -15.0957
```

The calculation puts the HOMO energy (alpha / beta) at -3.86 / -5.23 eV. The calculation puts the gap between HOMO and LUMO (alpha / beta) at 6.14 / 7.59 eV. As for the total charge: -1. As for the spin multiplicity: 2. The expectation value of S² is 0.75.

Results of the natural (NBO) charge analysis, in e, for atoms 1 through 8: number 1, Sn, carries 0.7330; number 2, B, carries -0.8671; number 3, B, carries -0.8080; number 4, H, carries 0.0344; number 5, H, carries -0.0257; number 6, H, carries 0.0033; number 7, H, carries -0.0034; number 8, H, carries 0.0080

<Q>
The following is a quantum chemistry calculation of a molecular structure, B2H8Sn, from OMol25.

```
11
B2H8Sn | OMol25 | wB97M-V/def2-TZVPD
Sn 3.5774 24.6497 15.3727
B 4.9696 25.4574 12.6949
B 6.0717 22.7650 14.7880
H 5.5139 25.5916 13.6168
H 4.8156 24.4041 12.5188
H 5.4199 22.4948 15.6044
H 4.0075 25.9452 12.7221
H 6.7144 23.6017 15.0143
H 5.5097 22.9924 13.8955
H 5.5752 25.8517 11.8936
H 6.6907 21.8981 14.6163
```

The calculation puts the HOMO energy (alpha / beta) at -3.87 / -5.00 eV. The calculation puts the gap between HOMO and LUMO (alpha / beta) at 6.12 / 7.30 eV. As for the total charge: -1. As for the spin multiplicity: 2. The expectation value of S² is 0.75.

Results of the natural (NBO) charge analysis, in e, for atoms 1 through 8: number 1, Sn, carries 0.7586; number 2, B, carries -0.8847; number 3, B, carries -0.8855; number 4, H, carries -0.0010; number 5, H, carries 0.0061; number 6, H, carries -0.0318; number 7, H, carries -0.0339; number 8, H, carries -0.0093

Name the most stable of them. <P>.

<P>
The following is a quantum chemistry calculation of 8 unconnected molecules or ions with the total composition C48H40N8O16, from OMol25.

```
112
C48H40N8O16 | OMol25 | wB97M-V/def2-TZVPD
O -0.4960 -4.5148 -5.9343
O 1.2986 -4.3934 1.3208
O -1.9595 -2.9815 5.0415
O 6.3569 4.6515 -3.3357
O -4.9233 -0.1277 -2.5249
O -0.9744 -2.4248 -5.8013
O -0.8230 -4.6631 1.6051
O 4.4702 9.5251 -2.1578
O 0.6927 1.2860 -7.1041
O 0.9685 0.6582 -5.0653
O -2.8965 -0.2493 -1.8112
O -0.0668 -3.9509 5.3736
O -0.1647 3.4479 0.4978
O -0.5474 2.1697 -1.2008
O 5.8644 2.5706 -3.0785
O 2.4426 9.2125 -2.8177
N 5.5705 3.7204 -3.3289
N -4.0985 -0.2414 -1.6409
N -0.3687 2.3643 -0.0136
N 0.3352 -4.8983 1.8704
N 3.4373 8.8861 -2.1918
N -1.1802 -3.6115 5.7308
N -0.4330 -3.4229 -5.3887
N 0.3876 1.2989 -5.9366
C -4.5927 -0.4223 -0.2616
C -2.0024 -4.2019 9.8283
C -0.6888 2.1794 -5.4906
C -2.2281 3.9348 -5.9956
C -1.1986 -5.0950 9.1173
C -0.1441 -7.7102 4.2562
C 0.8723 -4.5014 -3.5744
C 2.5033 5.5876 -4.2868
C 1.3630 -2.0275 -2.4900
C 0.2750 -3.3674 -4.1061
C 1.5283 4.7711 -3.7283
C 1.0628 -7.6701 4.9604
C -0.3951 -6.7244 3.3223
C 3.2748 5.2481 -0.1674
C 2.0537 -6.7647 4.6253
C -0.3689 1.1885 0.8596
C 4.5117 5.8566 -0.3416
C 3.8429 5.2777 -4.1514
C -2.5818 -3.1405 9.1466
C -2.8427 3.7351 -4.7530
C -1.5102 -3.8142 7.1468
C 3.1970 3.1477 -3.1945
C -0.1329 -1.1612 1.1479
C -3.6539 -0.5875 0.7415
C -0.9985 -4.9457 7.7631
C -6.4094 -0.8377 1.2348
C 4.1626 4.0524 -3.5941
C -5.5006 -0.9785 2.2670
C -0.7054 0.2373 3.0204
C -0.6111 1.3498 2.2186
C -2.3479 -2.9375 7.7957
C 1.8054 -5.8117 3.6446
C 3.3730 7.6292 -1.4354
C -0.4150 -1.0288 2.4944
C 2.0781 5.8872 -0.4750
C 2.0595 -3.1390 -2.0410
C 1.8615 3.5206 -3.2354
C -2.3609 2.7480 -3.9141
C 1.6997 -4.4170 -2.4779
C 0.6071 -5.8311 2.9655
C -1.3175 1.9253 -4.2851
C -1.1770 3.1406 -6.3687
C -4.1414 -0.8692 2.0119
C -0.1786 -0.0546 0.3068
C -5.9458 -0.5478 -0.0402
C 2.1296 7.1066 -1.1298
C 4.5589 7.0623 -1.0261
C 0.4256 -2.1283 -3.5224
H -0.3288 -1.8489 3.1958
H -0.9613 1.0901 -3.7017
H -2.6034 -0.5436 0.5012
H 3.4948 2.2128 -2.7414
H -2.8050 -2.1167 7.2611
H -0.2525 -0.2435 -0.7556
H -0.8848 -8.4452 4.5361
H -2.6859 4.6930 -6.6174
H 2.1870 -5.2729 -2.0355
H 0.5608 -5.4272 -4.0452
H -3.6914 4.3333 -4.4528
H -2.9065 2.4487 -3.0265
H -3.2137 -2.4496 9.6907
H 1.1240 2.8217 -2.8655
H 3.2643 4.1951 0.1003
H 0.0053 -1.1910 -3.8511
H 1.1967 -8.3849 5.7644
H -0.6547 3.2920 -7.3048
H -0.7197 -5.8604 9.7162
H 2.2061 6.4788 -4.8244
H 5.5180 7.4956 -1.2663
H -7.4513 -1.1103 1.3336
H 3.0341 -6.8466 5.0737
H -0.2734 -5.5627 7.2495
H -3.3850 -1.0989 2.7546
H -5.7351 -1.2147 3.2974
H 0.4873 5.0731 -3.7523
H 5.4120 5.3039 -0.1141
H 1.7467 -1.0499 -2.2200
H 2.5363 -5.0461 3.4192
H -1.3207 -6.7028 2.7616
H 4.5965 5.9265 -4.5724
H -6.6261 -0.4292 -0.8712
H 0.1731 -2.1301 0.7710
H -0.8510 2.3397 2.5846
H -2.1459 -4.2514 10.8973
H 1.1665 5.3604 -0.2271
H 1.2121 7.6145 -1.3863
H -0.8990 0.3417 4.0796
H 2.7843 -2.9764 -1.2523
```

The calculation puts the HOMO energy at -9.48 eV. The calculation puts the gap between HOMO and LUMO at 8.43 eV. As for the spin multiplicity: 1. Its structure (SMILES) is O=[N+]([O-])c1ccccc1.O=[N+]([O-])c1ccccc1.O=[N+]([O-])c1ccccc1.O=[N+]([O-])c1ccccc1.O=[N+]([O-])c1ccccc1.O=[N+]([O-])c1ccccc1.O=[N+]([O-])c1ccccc1.O=[N+]([O-])c1ccccc1.

Results of the Löwdin charge analysis, in e, for atoms 1 through 8: number 1, O, carries 0.0663; number 2, O, carries 0.0685; number 3, O, carries 0.0761; number 4, O, carries 0.0666; number 5, O, carries 0.0849; number 6, O, carries 0.0893; number 7, O, carries 0.0854; number 8, O, carries 0.0782

<Q>
The following is a quantum chemistry calculation of 8 unconnected molecules or ions with the total composition C48H40N8O16, from OMol25.

```
112
C48H40N8O16 | OMol25 | wB97M-V/def2-TZVPD
O 1.1405 2.1025 3.4077
O 2.6794 -1.7858 -0.6501
O -0.3877 0.1482 7.5457
O -3.6711 1.2678 -2.9352
O 2.1076 1.1021 1.7713
O -2.0966 0.0383 -3.7309
O 0.9767 0.8676 -3.9077
O -0.1018 2.3427 -2.7616
O 4.7812 -1.2609 3.3281
O -2.6769 -2.3793 2.3022
O -3.6742 -3.3409 -5.7766
O -1.3871 1.0376 5.8758
O -1.3697 -3.0035 0.6969
O 6.7608 -1.3266 4.1589
O -2.0866 -2.9271 -4.3944
O 4.1631 -2.4023 -2.0630
N -1.5741 -2.5563 1.8192
N -3.1230 0.6573 -3.8354
N 0.5724 1.9834 -3.6992
N -3.2437 -3.0280 -4.6788
N 1.1226 1.4784 2.3552
N 3.1316 -2.5560 -1.4532
N -0.5297 1.0244 6.7391
N 5.7406 -0.7441 3.8488
C 1.2615 2.6322 -5.9658
C -5.0842 1.1009 -5.2562
C -1.3038 1.1568 2.5404
C -5.0277 0.4573 -7.5740
C 1.9842 -2.4114 2.8893
C -6.5025 -2.6723 -2.9270
C -0.1698 1.1913 1.7472
C -0.4021 -2.3007 2.6516
C -2.5807 0.5983 0.5756
C -0.5067 -1.8367 3.9366
C -6.0857 -2.3073 -1.6491
C 5.5316 3.2211 5.1583
C -1.4398 0.6290 -0.2042
C -3.1042 0.0765 -6.2097
C 1.8766 -2.0302 4.2101
C 6.7536 2.5978 5.0448
C -4.7171 -2.2175 -1.3651
C 1.0783 5.2971 -5.2903
C 0.0882 3.3139 6.1340
C -3.7921 -2.3754 -2.3912
C -5.5749 -2.8336 -3.9452
C 0.8519 -2.5682 2.1109
C 0.6310 -1.6723 4.7116
C 4.3817 2.5759 4.7318
C 1.0389 -3.8701 -1.4367
C 1.5413 2.0493 7.5854
C 0.3738 -5.0685 -1.6450
C -4.2243 -2.7563 -3.6457
C 2.0923 4.3020 7.0151
C 2.4038 -3.7901 -1.6809
C 2.4263 3.1061 7.6296
C 3.1381 -4.9172 -2.0180
C 6.8348 1.2874 4.6099
C -5.7048 1.0040 -6.4928
C -3.7429 -0.0416 -7.4265
C 1.0061 3.0031 -4.6665
C 0.3924 2.1569 6.8094
C -0.2433 0.9451 0.3957
C 2.4722 -6.1246 -2.1837
C 1.3498 4.9292 -6.5992
C 5.6825 0.6502 4.2090
C 1.3782 3.5949 -6.9552
C -2.5030 0.8738 1.9400
C -3.7912 0.6045 -5.1333
C 0.9277 4.3306 -4.3102
C 1.0884 -6.1891 -2.0617
C 0.9220 4.4001 6.2725
C 4.4683 1.2968 4.2093
H 1.5187 5.6905 -7.3523
H -1.4854 0.4324 -1.2670
H -2.1216 -0.3470 -6.0451
H -3.5581 0.3729 0.1650
H -7.5543 -2.7776 -3.1586
H 0.9671 -2.9056 1.0894
H 2.9413 -2.7079 2.4862
H 0.6860 4.6243 -3.2988
H 1.7277 1.1655 8.1817
H -3.2759 -0.5536 -8.2547
H 1.3721 1.5972 -6.2636
H 0.6358 0.9112 -0.2265
H 0.5375 -1.3860 5.7509
H -0.7858 3.4089 5.5075
H -6.8448 -2.0662 -0.9151
H -5.5122 0.4217 -8.5417
H 1.5696 3.2683 -7.9661
H 0.6395 5.3329 5.8026
H 3.4060 3.0305 4.8236
H -4.4112 -1.8372 -0.3979
H -6.6985 1.4125 -6.6263
H 0.9911 6.3495 -5.0548
H 0.5283 -7.1145 -2.1316
H -5.5833 1.5184 -4.3920
H -5.8988 -3.0403 -4.9568
H 2.8141 5.1092 7.0507
H 3.0740 -7.0065 -2.3677
H 3.3096 3.0554 8.2511
H 3.5816 0.7520 3.9065
H 5.4274 4.2056 5.5974
H 2.7622 -1.9343 4.8241
H -1.3114 1.2247 3.6190
H 7.6543 3.0485 5.4434
H -0.6918 -5.0975 -1.4736
H -2.7494 -2.4467 -2.1040
H 4.2097 -4.8308 -2.1316
H -1.4546 -1.5872 4.3980
H 0.4947 -2.9736 -1.1565
H -3.4095 0.7969 2.5268
H 7.7697 0.7447 4.6108
```

The calculation puts the HOMO energy at -9.35 eV. The calculation puts the gap between HOMO and LUMO at 8.83 eV. As for the spin multiplicity: 1. Its structure (SMILES) is O=[N+]([O-])c1ccccc1.O=[N+]([O-])c1ccccc1.O=[N+]([O-])c1ccccc1.O=[N+]([O-])c1ccccc1.O=[N+]([O-])c1ccccc1.O=[N+]([O-])c1ccccc1.O=[N+]([O-])c1ccccc1.O=[N+]([O-])c1ccccc1.

Results of the Löwdin charge analysis, in e, for atoms 1 through 8: number 1, O, carries 0.0601; number 2, O, carries 0.0911; number 3, O, carries 0.0859; number 4, O, carries 0.0796; number 5, O, carries 0.0979; number 6, O, carries 0.0654; number 7, O, carries 0.0952; number 8, O, carries 0.0838

Name the most stable of them. <Q>.

<P>
The following is a quantum chemistry calculation of 2 unconnected molecules or ions with the total composition C9H13N2, from OMol25.

```
24
C9H13N2 | OMol25 | wB97M-V/def2-TZVPD
N 2.0901 2.0756 -1.1712
N 0.8379 0.5374 -0.2864
C 0.8446 1.6059 -1.0907
C 0.2271 -1.9737 1.2040
C -1.3956 0.9621 -0.8484
C -0.4598 0.0275 -0.1058
C -0.8287 -1.0862 0.6315
C -2.5906 -2.3538 1.5355
C 2.1083 0.3256 0.1710
C 2.8929 1.2885 -0.3892
C -0.4922 1.9576 -1.6114
H -3.4509 -1.7172 1.4608
H -0.5458 1.8117 -2.6934
H -2.5137 -3.1681 0.8434
H -0.7479 2.9995 -1.4116
H 2.4006 2.8772 -1.7007
H 3.9433 1.4658 -0.2838
H -0.1324 -2.9854 1.3601
H 0.5561 -1.5945 2.1732
H -2.0505 1.4815 -0.1476
H -2.1240 -2.4450 2.4955
H 2.3780 -0.4471 0.8570
H 1.0866 -2.0435 0.5365
H -2.0334 0.3983 -1.5284
```

The calculation puts the HOMO energy at -12.18 eV. The calculation puts the gap between HOMO and LUMO at 9.02 eV. As for the total charge: +1. As for the spin multiplicity: 1.

Results of the natural (NBO) charge analysis, in e, for atoms 1 through 8: number 1, N, carries -0.4596; number 2, N, carries -0.2937; number 3, C, carries 0.4473; number 4, C, carries -0.7108; number 5, C, carries -0.4088; number 6, C, carries 0.0206; number 7, C, carries 0.0625; number 8, C, carries -0.3580

<Q>
The following is a quantum chemistry calculation of a gas-phase ion, C9H13N2 (charge +1), from OMol25.

```
24
C9H13N2 | OMol25 | wB97M-V/def2-TZVPD
N -1.8825 0.0347 -0.2680
N -1.0556 -0.9914 -0.4587
C -0.0685 1.6393 -0.2213
C 0.7475 -2.2892 -0.9411
C 1.1699 1.8939 0.5295
C -1.5990 -2.3545 -0.3705
C -0.3212 -3.1973 -0.2901
C 0.7495 2.7814 -0.6221
C -1.4045 1.2322 -0.2152
C 1.0762 2.3726 1.9617
C 0.1595 -0.9496 -0.9108
H -0.4184 -4.1452 -0.8108
H -2.1735 2.0012 -0.2598
H 1.2996 2.7138 -1.5504
H 1.7179 -2.3255 -0.4465
H 2.0241 1.2495 0.3596
H -2.1892 -2.5695 -1.2660
H 1.2549 1.5529 2.6520
H -2.2485 -2.4223 0.4986
H 0.1091 2.8128 2.1834
H 1.8374 3.1320 2.1247
H 0.3470 3.7686 -0.4390
H 0.9333 -2.5403 -1.9889
H -0.0651 -3.4000 0.7498
```

The calculation puts the HOMO energy (alpha / beta) at -13.33 / -13.34 eV. The calculation puts the gap between HOMO and LUMO (alpha / beta) at 7.34 / 7.35 eV. As for the total charge: +1. As for the spin multiplicity: 1.

Results of the natural (NBO) charge analysis, in e, for atoms 1 through 8: number 1, N, carries -0.1237; number 2, N, carries -0.2356; number 3, C, carries 0.3015; number 4, C, carries -0.5533; number 5, C, carries -0.2502; number 6, C, carries -0.2289; number 7, C, carries -0.4157; number 8, C, carries -0.4733

<R>
The following is a quantum chemistry calculation of 2 unconnected molecules or ions with the total composition C9H13N2, from OMol25.

```
24
C9H13N2 | OMol25 | wB97M-V/def2-TZVPD
N 2.0526 -0.4822 0.3889
N 1.1412 2.4110 -0.1980
C -1.0907 0.7746 -0.9716
C 0.7193 1.5595 0.6926
C -2.8426 -0.6148 -0.2096
C 1.4398 -1.7350 0.2948
C 2.0286 -1.1160 -0.8710
C -1.1858 0.0405 1.4041
C -2.3426 -0.6809 1.0461
C -2.1776 0.0070 -1.2434
C -0.5969 0.9024 0.4182
H 2.9015 -1.5593 -1.2010
H 1.2592 1.4120 1.6223
H 1.8053 3.1891 -0.1035
H -3.7822 -1.0018 -0.4559
H 2.7793 -0.2540 1.0343
H 1.3323 -0.7312 -1.5483
H -2.7238 -1.3605 1.7906
H -2.5309 -0.1011 -2.2798
H -0.5597 1.3049 -1.7404
H -0.6569 0.0181 2.2928
H 1.9250 -2.7410 0.6881
H 0.7699 2.3562 -1.1383
H 0.3358 -1.5974 0.2879
```

The calculation puts the HOMO energy at -13.09 eV. The calculation puts the gap between HOMO and LUMO at 8.66 eV. As for the total charge: +1. As for the spin multiplicity: 1.

Results of the natural (NBO) charge analysis, in e, for atoms 1 through 8: number 1, N, carries -0.6128; number 2, N, carries -0.6849; number 3, C, carries -0.1718; number 4, C, carries 0.2979; number 5, C, carries -0.1447; number 6, C, carries -0.2427; number 7, C, carries -0.2323; number 8, C, carries -0.1273

Name the most stable of them. <R>.